Entry 1:
{"formula": "C32H72ClF4IN4O8PSi", "method": "wB97M-V/def2-TZVPD", "spin_multiplicity": 1, "de_lowest_kj_mol": 0.0, "charge": -1, "species": ["C", "C", "C", "Cl", "P", "C", "O", "C", "O", "C", "C", "O", "C", "C", "F", "O", "C", "I", "C", "C", "C", "N", "C", "C", "C", "C", "F", "F", "F", "Si", "C", "C", "C", "O", "H", "H", "H", "H", "H", "H", "H", "H", "H", "H", "H", "H", "H", "H", "H", "H", "H", "H", "H", "H", "H", "H", "H", "H", "H", "H", "H", "H", "H", "H", "H", "H", "H", "H", "H", "H", "H", "H", "H", "C", "C", "C", "O", "C", "N", "H", "H", "H", "H", "H", "H", "H", "H", "H", "H", "H", "C", "C", "C", "O", "C", "N", "H", "H", "H", "H", "H", "H", "H", "H", "H", "H", "H", "C", "C", "C", "O", "C", "N", "H", "H", "H", "H", "H", "H", "H", "H", "H", "H", "H"], "coordinates": [[4.546000, 0.189815, -0.117337], [3.343474, -0.359682, -0.859900], [2.785319, 0.433766, -2.054766], [3.736427, 1.934163, -2.377205], [0.897819, 0.884805, -1.919648], [0.500798, -0.956587, -1.522075], [0.566124, -1.364194, -0.153482], [0.584918, -2.736635, 0.056682], [-0.392058, -3.449879, -0.654040], [-1.716878, -3.148118, -0.267388], [-2.573055, -4.398355, -0.131834], [-2.907512, -4.720247, 1.217413], [0.543318, 0.454101, -3.777629], [1.104139, 1.489959, -4.722458], [-0.839228, 0.309781, -4.067224], [1.194546, 1.319678, -0.236012], [0.374609, 2.201844, 0.314841], [1.188144, 4.295403, -0.123385], [0.436366, 2.105228, 1.841949], [1.819326, 1.877906, 2.428051], [2.680679, 3.073379, 2.763601], [2.152004, 0.671768, 2.664647], [-1.036862, 1.993456, -0.344138], [-1.879666, 1.001901, 0.505460], [-2.608685, 1.552432, 1.748770], [-3.972688, 0.970122, 2.029601], [-4.075361, -0.340180, 1.700761], [-4.292877, 1.042044, 3.328250], [-4.976875, 1.570127, 1.371993], [-2.104216, 3.481694, -0.966510], [-3.870202, 2.869359, -1.153249], [-1.534902, 3.969722, -2.664538], [-2.205482, 4.944823, 0.233933], [-0.767324, 1.383001, -1.595213], [5.439964, 0.270110, -0.743610], [4.319204, 1.160621, 0.335550], [4.783484, -0.506742, 0.694707], [2.556452, -0.502107, -0.130567], [3.619114, -1.359742, -1.230216], [2.949893, -0.142511, -2.969304], [1.182909, 2.226983, -2.295161], [-0.517673, -1.116391, -1.893137], [1.169323, -1.598613, -2.115832], [1.538537, -3.187368, -0.247417], [0.431346, -2.854770, 1.138752], [-1.691231, -2.619867, 0.691680], [-2.143285, -2.451846, -0.998517], [-3.489079, -4.300808, -0.726133], [-1.999098, -5.246922, -0.515822], [-3.119827, -3.900614, 1.668992], [0.963596, -0.529873, -4.018803], [2.192123, 1.405612, -4.800611], [0.676142, 1.347925, -5.721021], [0.869018, 2.499817, -4.373342], [-0.134108, 1.226891, 2.130278], [-0.021269, 2.998299, 2.280776], [2.122417, 4.007670, 2.757235], [3.130328, 2.930830, 3.751785], [3.480024, 3.167099, 2.024238], [3.087473, 0.633586, 3.073955], [-1.224604, 0.176730, 0.784661], [-2.616175, 0.596840, -0.194475], [-2.049506, 1.334834, 2.663539], [-2.733572, 2.637754, 1.699953], [-3.932723, 1.818278, -1.443728], [-4.444817, 3.009039, -0.235757], [-4.354714, 3.459051, -1.940047], [-1.775861, 3.132098, -3.329027], [-2.052221, 4.871394, -3.001890], [-0.458625, 4.138989, -2.721938], [-1.828560, 4.677197, 1.228129], [-3.234430, 5.302534, 0.343460], [-1.578632, 5.768647, -0.119301], [6.694442, -6.129875, -0.976506], [6.693001, -5.303857, 0.305131], [5.781522, -4.073201, 0.260501], [6.280392, -2.994731, -0.500230], [6.055783, -3.068966, -1.895700], [8.074849, -4.974722, 0.664695], [7.293943, -5.650372, -1.751133], [7.130359, -7.110282, -0.786655], [5.683176, -6.267586, -1.362587], [6.296782, -5.936009, 1.107098], [5.681386, -3.685286, 1.277512], [4.777194, -4.348204, -0.090127], [5.106194, -3.565259, -2.120468], [6.870004, -3.593560, -2.403906], [6.011875, -2.047363, -2.271769], [8.094308, -4.543289, 1.583006], [8.400382, -4.253624, 0.026937], [-1.695172, 10.528919, -2.297630], [-1.151758, 9.376347, -1.459438], [-0.485015, 8.266081, -2.277739], [-1.385726, 7.432507, -2.968983], [-1.818320, 7.888819, -4.229397], [-2.214772, 8.877490, -0.585223], [-2.631351, 10.250967, -2.783783], [-1.902110, 11.388160, -1.660204], [-0.984593, 10.831034, -3.069454], [-0.366825, 9.777755, -0.809293], [0.052624, 7.610622, -1.587120], [0.249633, 8.686997, -2.979139], [-1.014051, 8.416793, -4.754451], [-2.684631, 8.554447, -4.164100], [-2.097006, 7.008876, -4.809235], [-1.832958, 8.205255, 0.072786], [-2.866309, 8.343236, -1.153667], [-3.249505, -6.649019, 3.904058], [-3.957125, -7.902751, 3.407395], [-5.281163, -8.200034, 4.117068], [-5.153607, -8.716870, 5.429412], [-4.967472, -7.755425, 6.446215], [-3.027622, -9.034597, 3.445459], [-2.744123, -6.826222, 4.855369], [-2.502631, -6.336015, 3.178210], [-3.954392, -5.825849, 4.035340], [-4.216035, -7.734903, 2.356901], [-5.811076, -8.973565, 3.555343], [-5.913883, -7.301944, 4.133420], [-5.535188, -6.843423, 6.233002], [-3.917511, -7.482934, 6.579121], [-5.336349, -8.191102, 7.374592], [-3.440979, -9.838768, 2.985210], [-2.900071, -9.311753, 4.414196]], "forces_ev_per_a": [[0.2, 0.0, 0.3], [0.2, -0.4, -0.2], [-0.2, 0.0, -0.2], [0.1, 0.2, 0.0], [0.0, -0.3, -0.5], [-0.1, 0.0, 0.0], [-0.5, 0.2, 0.1], [0.1, 0.1, 0.1], [0.0, -0.4, 0.1], [0.0, 0.4, -0.1], [0.1, -0.2, -0.1], [0.1, -0.1, -0.1], [-0.1, -0.1, 0.1], [-0.1, 0.1, -0.1], [0.1, 0.1, 0.1], [0.3, 0.1, 0.6], [-0.2, -0.9, 0.0], [0.2, 0.5, -0.2], [0.1, 0.2, 0.1], [-0.2, -0.2, 0.0], [0.2, -0.1, 0.1], [-0.1, 0.3, 0.0], [0.0, 0.5, -0.1], [-0.2, -0.2, -0.3], [0.2, 0.0, 0.2], [-0.2, -0.4, -0.6], [0.3, -0.2, 0.0], [0.0, 0.2, 0.6], [-0.1, 0.2, -0.1], [0.2, 0.0, 0.2], [-0.2, 0.0, 0.0], [0.1, -0.1, -0.2], [0.1, 0.1, 0.1], [-0.1, -0.4, 0.2], [-0.1, 0.1, 0.1], [0.1, -0.1, -0.2], [0.0, 0.1, 0.0], [-0.1, 0.0, 0.1], [-0.1, 0.1, 0.1], [-0.1, 0.0, 0.1], [0.0, 0.1, 0.1], [0.1, 0.0, -0.1], [0.0, 0.1, 0.0], [0.0, 0.1, -0.1], [0.1, -0.1, -0.1], [-0.1, 0.1, 0.1], [0.0, -0.1, 0.0], [0.0, 0.0, 0.1], [-0.1, 0.1, 0.0], [-0.1, 0.1, 0.1], [0.1, 0.1, 0.1], [-0.1, 0.0, 0.1], [0.0, 0.0, 0.1], [0.0, -0.1, -0.1], [0.1, -0.1, 0.0], [0.0, -0.1, 0.0], [0.0, -0.1, 0.0], [0.0, 0.0, -0.1], [0.0, 0.0, 0.0], [0.0, 0.0, 0.0], [-0.1, -0.2, 0.0], [0.1, 0.0, 0.1], [0.0, 0.1, -0.2], [0.0, -0.1, 0.0], [0.0, 0.1, -0.1], [0.0, 0.0, -0.2], [0.0, 0.0, 0.1], [0.0, 0.1, 0.0], [0.0, 0.0, 0.0], [-0.1, 0.0, 0.0], [-0.1, 0.1, -0.1], [0.0, 0.0, 0.0], [-0.1, -0.1, 0.0], [0.0, 0.0, 0.0], [0.0, -0.1, 0.0], [-0.1, 0.0, 0.0], [0.1, 0.0, -0.1], [0.0, 0.1, 0.1], [0.0, 0.0, 0.0], [0.0, 0.0, 0.0], [0.0, 0.0, 0.0], [0.0, 0.0, 0.0], [0.0, 0.0, 0.0], [0.0, 0.0, 0.0], [0.0, 0.0, 0.0], [0.0, 0.0, 0.0], [-0.1, 0.0, -0.1], [0.0, 0.0, 0.0], [0.0, 0.0, 0.0], [0.0, 0.0, 0.0], [0.0, 0.0, 0.0], [0.0, 0.0, 0.1], [0.1, 0.0, 0.1], [-0.2, 0.0, 0.0], [0.1, 0.0, 0.0], [0.0, 0.0, 0.0], [0.0, 0.0, 0.0], [0.0, 0.0, 0.0], [0.0, 0.0, 0.0], [0.0, 0.0, 0.0], [0.0, -0.1, 0.0], [0.0, 0.0, 0.0], [0.0, 0.0, 0.0], [0.0, 0.0, 0.0], [0.0, 0.0, 0.0], [0.0, 0.0, 0.0], [0.0, 0.0, 0.0], [0.0, 0.0, 0.0], [0.0, 0.0, -0.1], [0.0, 0.0, 0.0], [0.1, 0.0, 0.0], [-0.1, 0.0, 0.0], [-0.1, 0.0, 0.0], [0.0, 0.0, 0.0], [0.0, 0.0, 0.0], [0.0, 0.0, 0.0], [0.0, 0.0, 0.0], [0.0, 0.0, 0.0], [0.0, 0.0, 0.0], [0.0, 0.0, 0.0], [0.0, 0.0, 0.0], [0.0, 0.0, 0.0], [0.0, 0.0, 0.0], [0.0, 0.0, 0.0]]}

=====

Entry 2:
{"formula": "C32H72F7N2O18P4S", "method": "wB97M-V/def2-TZVPD", "spin_multiplicity": 1, "charge": 1, "species": ["C", "S", "O", "O", "C", "C", "N", "C", "C", "C", "F", "F", "C", "F", "F", "C", "F", "F", "F", "N", "H", "H", "H", "H", "H", "H", "H", "H", "H", "H", "H", "H", "O", "P", "O", "C", "C", "O", "C", "C", "O", "C", "C", "H", "H", "H", "H", "H", "H", "H", "H", "H", "H", "H", "H", "H", "H", "H", "O", "P", "O", "C", "C", "O", "C", "C", "O", "C", "C", "H", "H", "H", "H", "H", "H", "H", "H", "H", "H", "H", "H", "H", "H", "H", "O", "P", "O", "C", "C", "O", "C", "C", "O", "C", "C", "H", "H", "H", "H", "H", "H", "H", "H", "H", "H", "H", "H", "H", "H", "H", "O", "P", "O", "C", "C", "O", "C", "C", "O", "C", "C", "H", "H", "H", "H", "H", "H", "H", "H", "H", "H", "H", "H", "H", "H", "H"], "coordinates": [[9.136115, 1.774011, -5.665530], [8.899229, 1.563307, -7.447122], [10.189811, 1.815363, -8.048876], [7.921385, 2.447964, -8.005311], [8.482412, -0.195539, -7.925597], [9.291887, -1.189716, -7.048553], [8.605652, -1.588810, -5.782183], [7.260606, -2.124745, -6.148697], [6.418137, -1.076736, -6.904715], [5.752355, -0.048129, -5.907192], [6.288072, -0.276110, -4.646480], [6.042941, 1.215253, -6.193397], [4.225339, -0.279523, -5.750314], [3.834970, 0.416223, -4.673575], [4.004796, -1.577629, -5.442462], [3.347411, 0.124475, -6.966761], [3.612429, 1.324953, -7.447885], [2.084940, 0.153588, -6.524234], [3.385409, -0.759773, -7.966886], [7.059730, -0.439832, -8.036739], [9.750327, 0.960437, -5.251080], [8.191383, 1.905348, -5.116516], [9.695078, 2.718520, -5.557146], [8.902395, -0.278225, -8.941683], [10.238113, -0.692008, -6.765060], [9.580804, -2.050989, -7.668241], [9.147997, -2.363059, -5.382246], [8.592358, -0.852808, -5.068347], [7.407630, -2.971769, -6.841371], [6.780929, -2.547332, -5.257084], [5.562865, -1.643394, -7.315229], [6.784002, -0.837662, -8.923228], [4.965011, 6.710982, -1.330098], [5.270943, 5.831248, -2.510556], [3.955283, 6.127373, -3.448472], [3.805425, 7.422550, -4.028013], [4.905808, 7.742564, -5.023212], [4.859251, 4.394191, -1.808934], [5.055169, 4.199052, -0.401732], [3.736102, 4.324402, 0.336670], [6.072703, 5.009196, -3.720719], [5.619782, 3.775718, -4.267959], [4.470342, 3.898653, -5.250415], [3.767161, 8.177719, -3.238386], [2.839907, 7.430292, -4.534759], [5.879549, 7.803357, -4.526012], [4.711882, 8.696652, -5.514079], [4.983396, 6.967867, -5.786074], [5.794929, 4.898327, -0.012577], [5.462412, 3.194464, -0.261857], [3.173553, 5.198190, 0.009197], [3.898923, 4.395892, 1.413304], [3.105533, 3.454272, 0.141920], [5.392884, 3.043875, -3.493152], [6.481378, 3.372767, -4.811077], [3.525955, 4.076785, -4.737630], [4.356455, 2.970990, -5.810455], [4.630701, 4.712259, -5.956929], [1.347847, 1.567849, 0.429753], [0.333460, 0.463755, 0.297355], [0.978863, -0.654443, 1.312111], [0.990674, -0.383234, 2.712941], [-0.406985, -0.287140, 3.293732], [0.838970, -0.096041, -1.174947], [1.389042, 0.814527, -2.127830], [2.900576, 0.696054, -2.154169], [-1.096721, -0.358093, 0.128727], [-1.220343, -1.646647, -0.482673], [-0.784142, -2.809374, 0.385526], [1.554014, 0.533871, 2.907518], [1.528382, -1.204314, 3.188089], [-0.947193, 0.570339, 2.877710], [-0.363878, -0.173274, 4.377315], [-0.990608, -1.177356, 3.060629], [1.078336, 1.836879, -1.914465], [0.979481, 0.555859, -3.107999], [3.321381, 0.680189, -1.148658], [3.344955, 1.525710, -2.705872], [3.198982, -0.236419, -2.630802], [-0.734625, -1.682936, -1.455154], [-2.288744, -1.758836, -0.682827], [0.301299, -2.886111, 0.438853], [-1.149652, -3.746550, -0.040109], [-1.166962, -2.715861, 1.401834], [-1.386574, -3.190483, 5.635724], [-2.886298, -3.360413, 5.609867], [-3.141879, -3.319467, 7.238136], [-2.941056, -2.091901, 7.931895], [-3.914964, -1.012546, 7.493407], [-2.890578, -4.986348, 5.322308], [-1.879562, -5.567870, 4.493813], [-0.834057, -6.261207, 5.346638], [-4.521267, -3.292638, 5.312948], [-5.455723, -4.313660, 5.687369], [-5.838701, -4.323115, 7.153155], [-1.908105, -1.757187, 7.798840], [-3.082179, -2.303158, 8.992526], [-3.750607, -0.736788, 6.446110], [-3.795976, -0.117982, 8.105932], [-4.945669, -1.356409, 7.575800], [-1.426496, -4.815762, 3.847189], [-2.366591, -6.296285, 3.841440], [-0.521530, -5.639637, 6.184876], [0.045508, -6.516632, 4.752613], [-1.240585, -7.180535, 5.772309], [-5.133852, -5.301406, 5.365840], [-6.359055, -4.095389, 5.110951], [-5.051567, -4.752428, 7.771149], [-6.729246, -4.938483, 7.298656], [-6.046138, -3.317712, 7.519607], [-12.432156, -0.069399, 5.420717], [-10.956988, -0.349586, 5.325277], [-10.647822, 0.216190, 3.812308], [-10.737838, 1.618138, 3.575316], [-9.703128, 2.405952, 4.358573], [-11.074414, -1.973755, 5.054055], [-12.148371, -2.719527, 5.636971], [-13.214230, -3.008679, 4.597214], [-9.348849, -0.523016, 5.701739], [-8.465381, -1.439447, 5.049024], [-7.982831, -0.997536, 3.682781], [-11.747454, 1.967927, 3.808760], [-10.579027, 1.767174, 2.506572], [-9.879766, 2.323867, 5.435820], [-9.738331, 3.461241, 4.085093], [-8.697762, 2.030199, 4.169334], [-12.566109, -2.193364, 6.494753], [-11.732799, -3.657997, 6.011123], [-13.457663, -2.121968, 4.013104], [-14.126398, -3.379356, 5.068077], [-12.860781, -3.762501, 3.890781], [-8.877958, -2.445373, 5.008897], [-7.591836, -1.503929, 5.704398], [-8.753510, -1.126888, 2.923798], [-7.128644, -1.606598, 3.377280], [-7.681560, 0.049979, 3.684299]], "forces_ev_per_a": [[-0.5, 0.0, 0.3], [1.1, 2.2, -2.1], [0.5, -1.4, 0.9], [-1.2, -0.6, 1.1], [-0.4, -0.3, 0.4], [1.2, 1.4, -0.6], [0.2, -1.1, -0.7], [-0.8, -0.5, -0.2], [-1.1, 0.0, 0.0], [0.6, -0.9, 0.2], [-0.1, 0.0, -0.2], [-0.2, 0.0, -0.3], [0.4, 0.5, 0.6], [0.0, 0.4, -0.8], [0.2, -0.1, -0.6], [-1.8, 0.2, 0.1], [0.6, 0.0, 0.0], [0.1, -0.2, 0.1], [0.7, -0.2, 0.1], [0.7, -0.5, 0.8], [-0.1, 0.3, -0.2], [0.2, -0.3, -0.3], [-0.1, -0.4, -0.3], [0.1, 0.5, 0.5], [-0.3, -0.3, -0.2], [-0.5, -0.1, 0.6], [-0.1, 0.2, 0.1], [-0.3, 0.1, -0.3], [0.3, 0.4, 0.3], [0.0, 0.5, -0.2], [0.4, 0.1, 0.2], [0.0, 0.2, 0.1], [3.5, 1.4, -1.3], [-6.3, -4.6, 0.4], [0.8, 0.1, 0.0], [-0.1, 0.4, -0.1], [0.1, -0.1, 0.1], [0.7, 0.2, -0.3], [-0.4, 0.1, 0.4], [-0.2, -0.2, -0.1], [1.6, 2.7, 1.1], [0.0, -0.8, -0.5], [-0.4, 0.2, 0.3], [0.0, -0.1, 0.0], [0.0, -0.2, 0.1], [0.0, 0.1, 0.0], [0.0, 0.0, 0.1], [-0.1, 0.0, 0.0], [-0.1, 0.1, -0.1], [0.0, 0.0, -0.2], [0.2, 0.1, 0.0], [0.0, 0.0, 0.0], [0.0, 0.0, 0.1], [-0.1, 0.3, 0.2], [0.1, 0.3, 0.0], [0.0, 0.1, 0.0], [0.2, 0.0, 0.0], [0.1, -0.1, 0.0], [-3.4, 1.7, 1.1], [4.4, -5.7, -2.5], [-0.6, 0.5, -0.1], [0.1, 0.0, 0.4], [-0.1, 0.1, -0.1], [-0.6, 0.3, 0.1], [0.3, 0.0, 0.0], [0.1, -0.1, 0.2], [-0.1, 3.3, 1.3], [-0.6, -0.8, -0.5], [0.5, 0.0, 0.1], [0.0, 0.0, -0.1], [0.0, 0.0, -0.2], [0.0, 0.0, 0.1], [0.0, 0.0, 0.0], [0.1, 0.0, 0.1], [0.1, 0.0, 0.1], [-0.1, -0.1, 0.1], [-0.2, 0.2, 0.1], [0.0, 0.0, 0.1], [-0.1, 0.0, 0.1], [0.2, 0.2, 0.1], [0.0, 0.3, 0.2], [0.0, 0.1, 0.1], [-0.1, 0.1, -0.1], [-0.1, 0.0, 0.0], [-1.1, 3.1, -2.6], [-0.6, -6.7, 5.0], [-0.1, 0.5, -0.4], [0.1, 0.2, 0.2], [0.0, 0.0, -0.1], [-0.3, 0.6, -0.7], [0.3, -0.2, 0.2], [0.0, -0.2, 0.1], [1.9, 2.6, -1.6], [-1.0, -0.6, 0.0], [0.4, -0.1, 0.3], [0.0, 0.0, 0.0], [0.0, -0.2, -0.1], [0.0, 0.1, 0.0], [0.0, 0.0, 0.0], [0.0, 0.0, 0.0], [0.0, 0.0, 0.1], [-0.2, 0.1, 0.1], [0.0, 0.2, -0.2], [0.0, 0.0, 0.0], [0.0, 0.0, 0.0], [0.3, 0.1, 0.0], [0.2, 0.3, -0.1], [0.0, 0.1, 0.0], [0.0, 0.1, -0.2], [-0.1, 0.0, 0.0], [1.6, 2.1, 3.0], [0.0, -4.8, -6.1], [0.2, 0.2, 0.7], [-0.1, 0.3, -0.1], [0.0, -0.1, 0.1], [0.3, 0.3, 0.6], [-0.3, -0.1, -0.2], [0.0, -0.1, -0.2], [-1.8, 2.1, 2.0], [1.0, -0.6, -0.1], [-0.4, 0.0, -0.3], [0.0, -0.1, 0.0], [0.0, -0.2, 0.0], [0.0, 0.1, 0.0], [-0.1, 0.0, 0.0], [0.0, 0.0, 0.0], [0.0, 0.1, -0.1], [0.2, 0.1, -0.1], [0.0, 0.1, 0.2], [0.0, 0.0, 0.0], [0.0, 0.0, 0.0], [-0.3, 0.2, 0.0], [-0.2, 0.2, 0.2], [0.0, 0.1, 0.0], [0.0, 0.0, 0.2], [0.1, 0.0, 0.1]]}

=====

no.,HOMO energy (eV)
1,-5.254
2,-10.932